[1]
DFT (wB97M-V/def2-TZVPD) results for C18H23N3O4 in the gas phase at a distorted geometry.

```
48
Properties=species:S:1:pos:R:3:mulliken_charge:R:1
C 1.91314 -3.37855 -0.76650 -0.84
C 0.60234 -3.39909 -1.03446 -0.03
C -0.41146 -3.62806 0.05373 -1.79
C -1.37787 -2.42990 0.30300 3.20
C -2.09283 -2.71403 1.70220 -1.93
C -2.91722 -1.61126 2.31471 0.60
C -3.47650 -1.82517 3.79253 -1.45
O -4.17744 -1.68731 1.66728 -0.60
C -2.25844 -2.31247 -0.90182 -0.21
O -3.03308 -3.20661 -1.11669 -0.63
N -2.48769 -1.18436 -1.59125 0.06
C -1.77479 -0.10278 -1.35993 0.36
O -2.09867 0.80115 -2.12033 -0.71
N -0.70709 -0.03832 -0.53465 0.56
C 0.35410 0.88270 -0.69600 -0.07
C 1.03456 1.18831 -1.85473 -0.46
C 1.98607 2.25406 -1.98820 -0.61
C 2.16401 3.13999 -0.93540 0.20
N 3.10653 4.14770 -1.26903 0.10
C 2.69366 5.54026 -0.82267 -1.06
C 4.53281 3.70123 -1.23878 -0.86
C 1.37326 2.89402 0.25447 -0.65
C 0.56022 1.76505 0.37362 0.08
C -0.56575 -1.09436 0.34999 -0.36
O 0.20980 -0.96923 1.31009 -0.63
H 2.19181 -3.59934 0.25355 0.24
H 2.71729 -3.13967 -1.40558 0.32
H 0.16909 -3.18238 -1.99530 0.35
H -1.04031 -4.43868 0.08315 0.68
H 0.26098 -3.81363 0.93865 0.31
H -2.69548 -3.60162 1.88384 0.39
H -1.23518 -2.87099 2.38509 0.40
H -2.39824 -0.65319 2.31107 0.13
H -4.23919 -1.08072 3.78386 0.41
H -3.95518 -2.83634 3.92462 0.28
H -2.84437 -1.48526 4.63027 0.35
H -4.21911 -2.25884 0.87329 0.41
H -3.24524 -0.98308 -2.20544 0.28
H 1.01492 0.65611 -2.80961 0.35
H 2.48187 2.56714 -2.97456 0.31
H 3.17647 5.65556 0.14118 0.41
H 3.07263 6.40024 -1.49474 0.27
H 1.64484 5.77405 -0.77381 0.36
H 4.72936 2.93357 -2.04366 0.26
H 5.23801 4.52485 -1.44981 0.35
H 4.86858 3.37522 -0.19314 0.28
H 1.26953 3.74146 1.00232 0.27
H -0.11475 1.58256 1.24361 0.33
```

E_LUMO, eV: 0.471
Max |F|, eV Å⁻¹: 5.86
SMILES string: C=CC[C@]1(C[C@H](C)O)C(=O)NC(=O)N(c2ccc(N(C)C)cc2)C1=O
Multiplicity: 1
HOMO level, eV: -8.3
Energy relative to the best compared isomer or geometry (same formula, charge and spin), kJ/mol: 550.8

***

[2]
DFT (wB97M-V/def2-TZVPD) results for C18H23N3O4S in the gas phase at a distorted geometry.

```
49
Properties=species:S:1:pos:R:3:mulliken_charge:R:1
C -4.23787 -1.27831 1.32492 -0.78
O -3.63884 -0.81486 0.00301 -0.44
C -2.77273 0.35617 -0.03250 0.72
C -2.93930 1.03730 -1.16210 -0.97
C -2.16008 2.00379 -1.43143 -0.74
C -1.36423 2.44625 -0.21568 0.31
C -0.42255 3.71672 -0.49882 -1.94
C 0.96887 3.25296 -0.70425 -0.63
N 1.59658 2.47419 0.12478 -0.17
C 2.34986 1.55688 0.02424 0.28
N 3.00294 1.33251 -1.36747 -0.48
N 2.64448 0.62438 1.06365 -0.23
S 2.86224 -0.88504 0.23934 1.03
O 3.02994 -1.72267 1.72216 -0.85
O 3.97538 -1.33724 -0.43772 -0.59
C 1.37691 -1.31277 -0.37655 0.30
C 0.26569 -2.14477 0.48695 -0.46
C -0.80064 -2.48849 -0.18633 -0.42
C -1.02215 -2.04012 -1.65401 1.35
C -2.26633 -2.34012 -2.24036 -1.79
C -0.05249 -1.52689 -2.42767 -1.56
C 1.20086 -1.12886 -1.65944 -0.28
C -1.31330 1.59220 1.02183 0.26
C -2.01460 0.59533 0.87116 0.47
O -1.93673 -0.25788 1.96653 -0.44
C -0.90430 -0.03614 3.05459 -2.01
H -4.53778 -0.56391 1.91990 0.37
H -3.41434 -2.01597 1.81851 0.16
H -5.11671 -1.81389 0.88372 0.29
H -3.54901 0.73637 -1.91387 0.63
H -2.36372 2.84549 -2.24356 0.24
H -0.87109 4.40624 -0.98122 0.91
H -0.31337 4.06640 0.65037 0.22
H 0.87037 2.82331 -1.76201 0.35
H 1.60486 4.05166 -0.79225 0.57
H 3.07820 2.25146 -1.68589 0.28
H 3.79515 0.77560 -1.19458 0.21
H 2.04440 0.78735 1.97911 0.37
H 0.60329 -2.42212 1.57279 0.44
H -1.72966 -2.82624 0.38737 0.09
H -3.12186 -2.06464 -1.94479 0.52
H -2.44867 -3.60136 -1.95549 0.22
H -2.32530 -2.19904 -3.30558 0.41
H -0.19327 -1.33034 -3.34167 0.81
H 1.94637 -0.81717 -2.24330 0.70
H -0.49099 2.08091 1.65193 0.44
H 0.01808 0.22956 2.68441 0.38
H -1.13374 -0.70256 3.68661 0.47
H -1.13935 0.77986 3.44561 1.02
```

E_LUMO, eV: 0.001
Max |F|, eV Å⁻¹: 17.11
SMILES string: COc1ccc(CC/N=C(\N)NS(=O)(=O)c2ccc(C)cc2)cc1OC
Multiplicity: 1
HOMO level, eV: -8.3
Energy relative to the best compared isomer or geometry (same formula, charge and spin), kJ/mol: 1910.2

***

[3]
DFT (wB97M-V/def2-TZVPD) results for C18H23N5O5S2 in the gas phase at a distorted geometry.

```
53
Properties=species:S:1:pos:R:3:mulliken_charge:R:1
C 3.71892 2.17477 -1.85052 -1.61
C 2.37581 2.13728 -1.20193 0.37
C 1.59380 3.28147 -1.06711 -1.01
C 0.34998 3.25488 -0.46295 -0.64
C -0.15677 2.05453 0.02927 0.55
N -1.39789 1.92350 0.64699 0.05
C -2.34857 2.86610 0.85276 0.77
O -2.26703 4.03855 0.56980 -0.63
C -3.58780 2.28274 1.53069 -0.94
S -4.65310 1.35131 0.37676 -0.11
C -3.88200 -0.20606 0.36076 0.44
N -2.74372 -0.50405 0.91573 -0.55
N -2.55451 -1.83123 0.64188 -0.19
C -3.57128 -2.36049 -0.10233 0.36
O -3.69087 -3.49160 -0.49566 -0.66
N -4.44136 -1.27578 -0.27551 0.14
C -5.69417 -1.23744 -0.95854 -0.12
C -6.30609 -2.48472 -1.51140 -0.61
C -6.90926 -1.83573 -0.30410 -0.59
C 0.61501 0.90148 -0.09548 -0.37
C 1.85264 0.95255 -0.69838 0.02
S 2.75168 -0.59259 -0.80289 1.44
O 3.16982 -0.85024 -2.14976 -0.76
O 1.95883 -1.60168 -0.14827 -0.72
N 4.12931 -0.20627 0.08383 0.07
C 5.34854 -0.89289 -0.30160 -0.76
C 5.41480 -2.28026 0.34004 -0.48
O 5.29054 -2.19045 1.74336 -0.43
C 4.05706 -1.60890 2.10634 -0.51
C 3.92045 -0.19987 1.51842 -0.61
H 4.49890 2.09757 -1.09419 0.25
H 3.82900 1.32692 -2.52175 0.31
H 3.85427 3.10110 -2.40291 0.47
H 1.96869 4.21942 -1.44895 0.40
H -0.23655 4.15465 -0.37433 0.56
H -1.64980 0.96317 0.89845 0.15
H -4.21498 3.10030 1.88474 0.43
H -3.32764 1.61273 2.34823 0.36
H -1.70327 -2.29319 0.91465 0.21
H -5.81056 -0.30751 -1.50500 0.47
H -5.76439 -3.40659 -1.37656 0.23
H -6.82031 -2.40305 -2.45631 0.24
H -7.84467 -1.30737 -0.39891 0.24
H -6.77193 -2.32448 0.64814 0.25
H 0.26026 -0.05089 0.26704 0.62
H 5.34581 -0.96988 -1.38813 0.44
H 6.19633 -0.28384 0.02893 0.33
H 6.37851 -2.75506 0.14942 0.37
H 4.60584 -2.90245 -0.07108 0.32
H 4.04505 -1.57688 3.19717 0.39
H 3.22629 -2.22769 1.74069 0.32
H 2.92329 0.19906 1.70825 0.34
H 4.66909 0.46501 1.96222 0.38
```

E_LUMO, eV: 0.544
Max |F|, eV Å⁻¹: 1.13
SMILES string: Cc1ccc(NC(=O)CSc2n[nH]c(=O)n2C2CC2)cc1S(=O)(=O)N1CCOCC1
Multiplicity: 1
HOMO level, eV: -8.6
Energy relative to the best compared isomer or geometry (same formula, charge and spin), kJ/mol: 3.2

***

[4]
DFT (wB97M-V/def2-TZVPD) results for 2 unconnected molecules or ions with the total composition C18H23NO3 at a distorted geometry.

```
45
Properties=species:S:1:pos:R:3:mulliken_charge:R:1
C -0.71958 0.64206 -3.04316 -1.40
C -0.62387 -0.81293 -2.90883 0.34
C -1.82596 -1.58352 -2.80946 0.56
O -2.95488 -1.08303 -2.85532 -0.80
C -1.64024 -3.08923 -2.60869 -0.19
C -0.37446 -3.55043 -3.26640 -0.53
O 0.77910 -2.78336 -2.80175 -0.40
C 0.70245 -1.42531 -2.81158 0.65
O 1.72878 -0.75997 -2.71681 -0.74
H 0.29083 1.05816 -3.02024 0.26
H -1.22079 0.92704 -3.98078 0.41
H -1.31599 1.06387 -2.22223 0.13
H -1.60021 -3.30058 -1.52687 -0.10
H -2.49513 -3.61848 -3.03745 0.34
H -0.13448 -4.58761 -3.01451 0.34
H -0.45848 -3.45694 -4.36015 0.30
C 2.08556 3.75830 1.33325 -0.76
C 0.73908 3.93426 0.63616 -0.82
C 0.32527 2.67657 -0.13205 -0.65
N 0.38211 1.47755 0.72411 0.28
C -0.55556 0.54225 0.67902 0.16
C -0.68816 -0.51703 1.64964 -0.28
C -0.25827 -0.36507 2.99968 -0.23
C -0.28070 -1.44343 3.87786 -0.58
C -0.78911 -2.68109 3.46096 -0.41
C -1.29698 -2.82576 2.16134 -0.56
C -1.26836 -1.75656 1.27297 -0.20
C 1.70683 1.28060 1.34034 -0.94
C 2.10038 2.48952 2.17865 -0.47
H 2.88049 3.69478 0.57950 0.32
H 2.29334 4.62603 1.96600 0.36
H -0.03035 4.16392 1.38413 0.36
H 0.77966 4.77607 -0.06258 0.36
H -0.68552 2.78345 -0.54178 0.49
H 1.02714 2.52085 -0.96902 0.29
H -1.28999 0.62065 -0.13465 0.52
H 0.10752 0.60579 3.34390 0.51
H 0.10852 -1.31694 4.88970 0.39
H -0.79929 -3.52583 4.14934 0.38
H -1.71605 -3.78083 1.84208 0.42
H -1.67594 -1.83861 0.26419 0.27
H 1.73086 0.37579 1.94932 0.66
H 2.43483 1.16799 0.51827 0.37
H 3.09421 2.31608 2.60528 0.38
H 1.40137 2.60098 3.01857 0.23
```

E_LUMO, eV: -1.857
Max |F|, eV Å⁻¹: 2.30
Multiplicity: 1
HOMO level, eV: -6.0
Energy relative to the best compared isomer or geometry (same formula, charge and spin), kJ/mol: 345.7

***

[5]
DFT (wB97M-V/def2-TZVPD) results for a molecular structure, C18H24AuN3S2Si2 at a distorted geometry.

```
50
Properties=species:S:1:pos:R:3:mulliken_charge:R:1
Au -0.22965 0.27108 -1.02316 0.13
C -4.43839 3.57040 -2.64133 -0.82
S -3.77051 3.74647 -0.96187 -0.05
C -2.36558 2.67294 -1.11172 0.33
S -2.71394 0.99303 -1.32771 -0.42
N -1.20953 3.24694 -0.94802 -1.32
N -0.12136 2.46115 -0.98608 0.91
C 1.03464 3.01784 -0.80217 -0.61
C 2.22254 2.21934 -0.87516 0.92
C 3.49634 2.77650 -0.67347 -0.84
C 4.60884 1.97530 -0.75114 -0.27
C 4.45091 0.61506 -1.02463 -0.70
C 3.16872 0.13218 -1.19103 -0.07
N 2.08617 0.89956 -1.11875 -0.09
H -5.38624 4.10372 -2.64634 0.32
H -4.59427 2.51801 -2.86261 0.26
H -3.75061 4.02088 -3.35281 0.28
H 1.09334 4.07905 -0.58305 0.33
H 3.56627 3.83361 -0.44942 0.37
H 5.59583 2.39136 -0.59865 0.44
H 5.30641 -0.04103 -1.09427 0.41
H 2.98626 -0.91939 -1.38453 0.16
C 1.21439 1.05774 2.12978 -1.08
Si -0.35717 0.25226 1.45685 0.60
C -1.86764 1.16852 2.10236 -1.12
C -0.37961 -1.59292 1.84887 0.34
C -0.35137 -1.96938 3.19598 -0.53
C -0.32174 -3.30591 3.56413 -0.71
C -0.32631 -4.28432 2.57985 -0.69
C -0.36556 -3.91568 1.24345 -0.28
C -0.39278 -2.57318 0.85948 0.49
Si -0.41725 -2.10040 -0.98358 0.18
C -2.03172 -2.73460 -1.73585 -1.21
C 1.00424 -3.07842 -1.78519 -1.32
H 1.23212 0.98898 3.22085 0.48
H 1.26174 2.11402 1.85936 0.30
H 2.10953 0.56719 1.74576 0.23
H -1.87613 1.16046 3.19606 0.40
H -2.78838 0.71077 1.74496 0.34
H -1.86298 2.20886 1.77097 0.29
H -0.34578 -1.20724 3.96999 0.34
H -0.29171 -3.58234 4.61082 0.39
H -0.29806 -5.33173 2.85440 0.39
H -0.37116 -4.68748 0.47953 0.31
H -2.12429 -3.81500 -1.60621 0.39
H -2.07965 -2.51773 -2.80557 0.33
H -2.89170 -2.25620 -1.26498 0.31
H 0.67132 -4.08469 -2.04614 0.36
H 1.84513 -3.16802 -1.09533 0.38
H 1.36633 -2.60763 -2.70269 0.40
```

E_LUMO (spin up / spin down), eV: -1.160 / -1.160
Max |F|, eV Å⁻¹: 1.57
Multiplicity: 1
HOMO level (spin up / spin down), eV: -6.6 / -6.6
Energy relative to the best compared isomer or geometry (same formula, charge and spin), kJ/mol: 152.1

***

Number 1: calculated total energy -1164.8175 Ha. Number 2: calculated total energy -1562.4853 Ha. Number 3: calculated total energy -2146.0557 Ha. Number 4: calculated total energy -980.1060 Ha. Number 5: calculated total energy -2375.6274 Ha.